This record from the OMol25 dataset describes the molecule C3H6O2S2 in a non-equilibrium geometry. The level of theory is the ωB97M-V functional and the def2-TZVPD basis.

Last column: Mulliken charge in e.
Geometry (Å):
1 S -0.323 0.091 2.358  -0.093
2 S 1.136 1.525 2.193  -0.190
3 O -0.356 -0.400 -2.782  -0.538
4 O 1.290 0.169 -1.310  -0.387
5 C -0.256 -0.809 0.785  -0.700
6 C 0.037 -0.189 -1.672  0.431
7 C -0.915 -0.246 -0.482  -0.275
8 H 0.774 -1.107 0.605  0.396
9 H -0.580 -1.779 1.215  0.322
10 H -1.685 -0.948 -0.819  0.245
11 H -1.358 0.719 -0.259  0.310
12 H 0.313 2.533 2.173  0.146
13 H 1.924 0.441 -2.005  0.332

Values from the calculation:
**Kohn-Sham gap**: 0.3478 Eh
**Relative energy (zero: lowest compared OMol25 entry of this formula, charge and spin)**: 49.66 kJ/mol
**SMILES**: O=C(O)CCSS
**M**: 138.213 g mol⁻¹
**E_LUMO**: 0.490 eV
**2S+1**: 1
**Total charge**: 0
**HOMO**: -8.97 eV